Entry 1:
Below is 8 unconnected molecules or ions with the total composition C42H85F3IN7O9Si2, with properties calculated with ωB97M-V with the def2-TZVPD basis set.

## Properties
Structure (SMILES): CC[C@H](I)[Si@@](CCOCC(F)(F)F)(COc1cc(C)ccc1C(C)C)[Si](C)(C)C.CNC(C)=O.CNC(C)=O.CNC(C)=O.CNC(C)=O.CNC(C)=O.CNC(C)=O.CNC(C)=O

```
149
Properties=species:S:1:pos:R:3:lowdin_charge:R:1
C -5.746 0.040 -1.995 -0.16
C -5.363 -1.383 -1.631 -0.37
C -4.497 -1.588 -0.381 -0.80
I -5.171 -0.391 1.283 0.88
Si -2.622 -1.411 -0.686 0.59
C -2.257 -0.263 -2.133 -0.23
C -0.772 0.031 -2.175 -0.25
O -0.352 0.185 -3.540 -0.12
C 1.024 0.228 -3.691 -0.12
C 1.647 1.569 -3.327 -0.57
F 2.850 1.693 -3.951 0.11
F 0.886 2.613 -3.693 0.15
F 1.885 1.678 -1.998 0.12
C -1.690 -0.722 0.810 -0.30
O -1.561 0.692 0.662 -0.14
C -1.257 1.390 1.806 -0.23
C -0.401 0.849 2.748 0.03
C -0.085 1.537 3.915 -0.27
C 0.838 0.883 4.902 -0.04
C -0.664 2.781 4.108 -0.04
C -1.518 3.320 3.147 -0.02
C -1.828 2.652 1.970 -0.13
C -2.743 3.223 0.902 -0.34
C -2.009 3.313 -0.456 -0.04
C -3.270 4.600 1.283 -0.08
Si -1.766 -3.532 -1.260 0.51
C -3.135 -4.801 -1.549 -0.19
C -0.819 -3.399 -2.891 -0.21
C -0.585 -4.195 0.041 -0.20
H -6.139 0.056 -3.009 0.06
H -4.888 0.706 -1.975 0.05
H -6.520 0.428 -1.337 0.04
H -4.844 -1.829 -2.484 0.10
H -6.277 -1.965 -1.501 0.10
H -4.668 -2.602 -0.027 0.01
H -2.602 -0.708 -3.064 0.07
H -2.806 0.669 -2.020 0.06
H -0.177 -0.777 -1.731 0.10
H -0.565 0.941 -1.613 0.11
H 1.270 0.038 -4.735 0.12
H 1.534 -0.528 -3.084 0.14
H -2.190 -0.956 1.751 0.07
H -0.709 -1.206 0.852 0.07
H 0.035 -0.129 2.599 0.12
H 0.902 1.456 5.824 0.07
H 1.833 0.789 4.470 0.08
H 0.475 -0.117 5.124 0.06
H -0.476 3.341 5.014 0.10
H -1.937 4.296 3.339 0.09
H -3.584 2.533 0.804 0.10
H -2.335 4.195 -1.005 0.07
H -2.196 2.434 -1.066 0.05
H -0.934 3.390 -0.297 0.09
H -3.900 4.592 2.170 0.09
H -2.448 5.276 1.498 0.04
H -3.836 5.025 0.455 0.08
H -4.145 -4.412 -1.445 0.01
H -3.016 -5.649 -0.876 0.03
H -3.049 -5.194 -2.563 0.03
H 0.121 -2.860 -2.804 0.01
H -0.612 -4.409 -3.248 0.03
H -1.445 -2.916 -3.642 0.03
H 0.185 -3.475 0.313 0.02
H -1.116 -4.537 0.927 0.04
H -0.086 -5.071 -0.379 0.01
C 4.867 0.586 -0.807 -0.07
N 4.377 -0.482 0.042 0.02
C 4.788 -1.774 0.085 -0.55
C 5.890 -2.186 -0.866 0.00
O 4.279 -2.568 0.861 0.02
H 5.262 1.409 -0.208 0.09
H 4.068 0.980 -1.432 0.06
H 5.657 0.221 -1.454 0.07
H 3.636 -0.269 0.692 0.14
H 6.100 -3.237 -0.700 0.08
H 5.590 -2.044 -1.906 0.07
H 6.799 -1.611 -0.684 0.08
C 3.303 -4.161 7.349 -0.08
N 2.219 -3.469 6.683 0.01
C 2.182 -2.987 5.411 -0.54
C 3.413 -3.183 4.555 0.00
O 1.189 -2.422 4.988 0.03
H 2.993 -5.158 7.665 0.08
H 3.634 -3.609 8.230 0.08
H 4.147 -4.265 6.676 0.07
H 1.370 -3.305 7.200 0.14
H 3.218 -2.751 3.578 0.07
H 4.279 -2.690 4.999 0.08
H 3.640 -4.242 4.432 0.08
C 0.633 8.477 0.662 -0.08
N -0.445 7.740 1.288 0.01
C -0.667 7.534 2.615 -0.54
C 0.318 8.140 3.587 -0.01
O -1.624 6.878 2.989 0.03
H 0.245 9.306 0.068 0.08
H 1.217 7.829 0.007 0.08
H 1.297 8.882 1.419 0.07
H -1.133 7.308 0.692 0.13
H -0.001 7.879 4.591 0.08
H 1.322 7.749 3.420 0.08
H 0.346 9.226 3.492 0.08
C 4.085 -6.147 -2.218 -0.07
N 2.786 -6.738 -1.951 0.01
C 2.191 -6.947 -0.748 -0.56
C 2.952 -6.522 0.485 -0.01
O 1.082 -7.454 -0.672 0.02
H 3.999 -5.253 -2.835 0.07
H 4.733 -6.856 -2.736 0.08
H 4.561 -5.871 -1.283 0.07
H 2.231 -7.043 -2.735 0.14
H 2.342 -6.760 1.351 0.08
H 3.901 -7.056 0.560 0.08
H 3.154 -5.450 0.489 0.08
C 3.027 -1.117 -7.144 -0.07
N 3.480 -2.003 -6.089 0.01
C 4.749 -2.246 -5.670 -0.55
C 5.864 -1.525 -6.391 -0.01
O 4.965 -3.010 -4.744 0.02
H 2.375 -0.348 -6.726 0.07
H 2.468 -1.668 -7.902 0.09
H 3.865 -0.623 -7.625 0.07
H 2.781 -2.513 -5.570 0.14
H 6.804 -1.823 -5.938 0.08
H 5.880 -1.787 -7.449 0.08
H 5.751 -0.444 -6.302 0.08
C -4.434 3.474 7.517 -0.08
N -3.003 3.383 7.721 0.01
C -2.184 2.324 7.478 -0.55
C -2.814 1.071 6.916 0.00
O -0.987 2.403 7.697 0.02
H -4.676 4.266 6.806 0.08
H -4.949 3.686 8.456 0.08
H -4.814 2.538 7.124 0.07
H -2.520 4.191 8.080 0.14
H -2.026 0.338 6.771 0.08
H -3.561 0.666 7.599 0.08
H -3.288 1.273 5.954 0.08
C -3.248 3.280 -6.366 -0.08
N -3.909 2.248 -5.593 0.02
C -3.537 0.951 -5.429 -0.53
C -2.279 0.495 -6.131 -0.01
O -4.199 0.201 -4.731 0.03
H -2.950 4.113 -5.727 0.08
H -3.908 3.665 -7.146 0.08
H -2.358 2.879 -6.839 0.07
H -4.752 2.491 -5.097 0.14
H -2.120 -0.551 -5.893 0.08
H -2.375 0.610 -7.212 0.09
H -1.415 1.063 -5.787 0.07
```

Entry 2:
Below is 8 unconnected molecules or ions with the total composition C42H85NO8S3 in a non-equilibrium geometry, with properties calculated with ωB97M-V with the def2-TZVPD basis set.

## Properties
Structure (SMILES): O=[N+]([O-])c1ccccc1.O=S1(=O)CCCC1.O=S1(=O)CCCC1.O=S1(=O)CCCC1.CCCCCC.CCCCCC.CCCCCC.CCCCCC
Relative energy (zero: lowest compared OMol25 entry of this formula, charge and spin), kJ/mol: 299.1

```
139
Properties=species:S:1:pos:R:3:lowdin_charge:R:1
O -0.035 2.388 -1.882 0.10
N -0.821 1.824 -1.216 -0.29
O -2.048 2.132 -1.342 0.01
C -0.412 0.618 -0.448 -0.11
C 0.732 -0.052 -0.838 0.03
C 1.185 -1.086 0.039 -0.06
C 0.398 -1.609 1.029 -0.05
C -0.802 -0.901 1.359 -0.05
C -1.193 0.208 0.675 -0.01
H 1.360 0.231 -1.670 0.10
H 2.079 -1.685 -0.050 0.09
H 0.702 -2.488 1.578 0.08
H -1.457 -1.233 2.151 0.11
H -2.109 0.689 0.986 0.09
O -3.631 -2.684 -0.851 -0.33
S -4.427 -1.716 -0.137 0.67
O -3.943 -1.228 1.126 -0.34
C -4.775 -0.264 -1.135 -0.20
C -6.086 -0.616 -2.001 -0.18
C -6.931 -1.324 -1.001 -0.27
C -6.215 -2.363 -0.139 -0.18
H -3.818 -0.096 -1.629 0.10
H -5.082 0.502 -0.422 0.07
H -6.571 0.310 -2.309 0.10
H -5.877 -1.157 -2.924 0.12
H -7.725 -1.883 -1.496 0.11
H -7.491 -0.686 -0.318 0.11
H -6.348 -3.385 -0.492 0.10
H -6.572 -2.465 0.886 0.09
O -4.781 6.368 -5.356 -0.34
S -3.414 5.868 -5.379 0.72
O -2.524 6.429 -6.381 -0.36
C -2.484 5.852 -3.751 -0.24
C -2.134 4.540 -3.367 -0.30
C -3.179 3.601 -3.901 -0.21
C -3.324 3.977 -5.426 -0.17
H -3.170 6.185 -2.973 0.11
H -1.695 6.597 -3.854 0.11
H -1.121 4.340 -3.715 0.12
H -2.265 4.456 -2.288 0.10
H -4.128 3.658 -3.366 0.12
H -2.823 2.572 -3.945 0.11
H -4.203 3.505 -5.865 0.10
H -2.407 3.702 -5.948 0.07
O -0.439 2.390 -5.991 -0.38
S 1.048 2.240 -6.103 0.75
O 1.761 1.172 -6.754 -0.33
C 1.612 3.860 -6.770 -0.20
C 2.780 4.405 -5.875 -0.19
C 3.122 3.278 -4.908 -0.25
C 1.857 2.499 -4.394 -0.17
H 0.788 4.544 -6.566 0.09
H 1.723 3.890 -7.854 0.10
H 3.608 4.580 -6.562 0.11
H 2.513 5.355 -5.412 0.11
H 3.814 3.683 -4.170 0.11
H 3.771 2.458 -5.213 0.09
H 1.217 3.216 -3.878 0.07
H 1.941 1.621 -3.753 0.08
C -6.765 2.835 0.183 -0.08
C -5.334 2.908 0.724 -0.29
C -4.664 4.194 0.489 -0.24
C -3.596 4.502 1.598 -0.18
C -2.317 3.631 1.423 -0.26
C -1.070 4.350 1.911 -0.11
H -6.656 2.338 -0.781 0.05
H -7.232 3.817 0.097 0.08
H -7.344 2.057 0.679 0.07
H -5.416 2.666 1.784 0.11
H -4.530 2.266 0.363 0.09
H -5.381 5.014 0.514 0.10
H -4.261 4.274 -0.521 0.10
H -3.292 5.549 1.590 0.10
H -4.060 4.217 2.542 0.10
H -2.531 2.625 1.782 0.09
H -2.237 3.541 0.339 0.06
H -0.160 3.751 1.898 0.06
H -0.855 5.297 1.415 0.08
H -1.122 4.541 2.983 0.07
C 5.497 0.986 0.177 -0.09
C 5.295 -0.271 -0.712 -0.24
C 6.242 -0.492 -2.012 -0.23
C 5.945 -1.696 -2.801 -0.22
C 4.595 -1.570 -3.678 -0.25
C 4.442 -0.357 -4.537 -0.12
H 6.068 1.737 -0.370 0.07
H 5.933 0.477 1.037 0.07
H 4.467 1.306 0.332 0.06
H 5.437 -1.164 -0.103 0.09
H 4.265 -0.408 -1.042 0.06
H 7.181 -0.649 -1.480 0.10
H 6.424 0.398 -2.614 0.10
H 6.824 -1.796 -3.438 0.11
H 5.778 -2.614 -2.237 0.11
H 4.603 -2.473 -4.288 0.10
H 3.863 -1.604 -2.871 0.08
H 4.473 0.498 -3.863 0.06
H 5.359 -0.367 -5.126 0.09
H 3.533 -0.338 -5.138 0.07
C 1.757 -1.340 4.679 -0.12
C 2.258 -1.983 5.934 -0.30
C 1.660 -1.567 7.251 -0.23
C 2.318 -2.257 8.501 -0.20
C 2.303 -3.773 8.557 -0.26
C 2.252 -4.445 9.980 -0.10
H 2.174 -1.891 3.836 0.06
H 2.018 -0.288 4.563 0.07
H 0.675 -1.246 4.584 0.07
H 2.096 -3.061 5.909 0.09
H 3.293 -1.665 6.060 0.11
H 0.617 -1.814 7.051 0.11
H 1.503 -0.489 7.225 0.11
H 3.330 -1.914 8.715 0.11
H 1.630 -1.899 9.267 0.10
H 1.359 -4.175 8.190 0.10
H 3.115 -4.136 7.926 0.10
H 3.201 -4.407 10.515 0.06
H 1.495 -3.962 10.597 0.07
H 2.074 -5.519 9.929 0.06
C 0.678 -5.579 4.372 -0.12
C 2.038 -6.098 3.896 -0.22
C 2.235 -5.705 2.357 -0.21
C 1.338 -6.296 1.323 -0.26
C 1.066 -5.418 0.127 -0.22
C 2.330 -5.078 -0.801 -0.09
H 0.205 -4.873 3.690 0.06
H 0.672 -5.189 5.390 0.06
H 0.090 -6.470 4.153 0.07
H 2.794 -5.515 4.422 0.09
H 2.106 -7.183 3.973 0.10
H 3.303 -5.906 2.270 0.11
H 2.034 -4.653 2.157 0.09
H 1.621 -7.240 0.857 0.11
H 0.413 -6.569 1.832 0.11
H 0.349 -5.936 -0.509 0.10
H 0.636 -4.493 0.511 0.08
H 3.000 -5.867 -1.142 0.06
H 2.082 -4.656 -1.776 0.05
H 2.925 -4.245 -0.428 0.04
```

Entry 3:
Below is 7 unconnected molecules or ions with the total composition C42H88F3N8O8 in a non-equilibrium geometry, with properties calculated with ωB97M-V with the def2-TZVPD basis set.

## Properties
Charge: +1

```
149
Properties=species:S:1:pos:R:3:lowdin_charge:R:1
C 6.775 -2.252 2.985 -0.10
C 5.709 -2.725 1.984 -0.26
C 5.227 -1.635 1.044 -0.22
C 6.366 -1.032 0.195 -0.21
C 6.242 -1.333 -1.293 -0.22
C 4.987 -0.765 -1.961 -0.22
C 4.718 0.703 -1.636 -0.20
C 3.478 1.234 -2.384 -0.19
C 2.367 1.770 -1.467 -0.19
C 1.030 1.076 -1.693 -0.22
C -0.078 1.731 -0.882 -0.19
C -1.480 1.139 -1.077 -0.10
C -1.667 -0.361 -0.913 -0.20
C -1.060 -0.951 0.396 -0.47
F -0.820 0.028 1.313 0.14
F 0.131 -1.568 0.135 0.14
F -1.876 -1.867 0.954 0.16
N -1.076 -1.201 -2.007 0.22
C -1.830 -2.147 -2.428 0.08
C -3.178 -2.133 -1.830 -0.15
C -3.388 -3.323 -0.886 -0.12
O -2.185 -4.108 -0.836 -0.16
C -2.254 -5.311 -1.612 -0.22
C -0.878 -5.889 -1.804 -0.21
C 0.003 -5.129 -2.797 -0.10
C -3.154 -0.707 -1.236 -0.17
C -4.293 -0.211 -0.349 -0.09
C -4.164 -0.231 1.155 -0.38
O -4.586 -1.501 1.648 -0.02
C -5.093 0.854 1.689 -0.25
N -5.081 0.856 3.154 0.03
H 7.754 -2.620 2.703 0.07
H 6.807 -1.171 3.065 0.07
H 6.562 -2.676 3.962 0.06
H 4.839 -3.127 2.503 0.10
H 6.111 -3.556 1.406 0.11
H 4.737 -0.841 1.606 0.10
H 4.475 -2.053 0.374 0.09
H 7.301 -1.479 0.522 0.09
H 6.468 0.035 0.379 0.10
H 7.139 -1.007 -1.813 0.10
H 6.209 -2.419 -1.388 0.11
H 5.110 -0.848 -3.040 0.11
H 4.122 -1.341 -1.638 0.10
H 4.558 0.773 -0.563 0.09
H 5.594 1.305 -1.860 0.12
H 3.075 0.436 -3.007 0.10
H 3.821 2.015 -3.056 0.11
H 2.248 2.844 -1.595 0.12
H 2.648 1.599 -0.431 0.11
H 1.191 0.039 -1.383 0.10
H 0.790 1.044 -2.759 0.12
H 0.226 1.764 0.159 0.11
H -0.135 2.768 -1.210 0.08
H -1.847 1.461 -2.047 0.11
H -2.136 1.590 -0.335 0.11
H -0.137 -1.111 -2.379 0.16
H -1.462 -2.845 -3.164 0.14
H -3.970 -2.153 -2.575 0.17
H -4.213 -3.954 -1.204 0.13
H -3.589 -2.995 0.126 0.11
H -2.718 -5.092 -2.576 0.13
H -2.862 -6.029 -1.062 0.13
H -0.364 -5.964 -0.851 0.12
H -1.020 -6.890 -2.202 0.11
H -0.586 -4.764 -3.639 0.06
H 0.753 -5.796 -3.207 0.08
H 0.484 -4.265 -2.345 0.07
H -3.302 -0.127 -2.147 0.14
H -5.197 -0.747 -0.618 0.13
H -4.474 0.821 -0.633 0.10
H -3.177 0.026 1.540 0.13
H -4.291 -1.559 2.561 0.10
H -4.786 1.819 1.295 0.11
H -6.100 0.662 1.321 0.11
H -5.432 1.750 3.472 0.06
H -5.764 0.182 3.477 0.07
C -8.045 3.155 2.377 -0.35
O -7.344 2.814 1.437 -0.01
N -8.035 4.383 2.907 -0.19
C -8.891 4.755 4.019 -0.05
C -7.104 5.363 2.357 -0.03
H -8.725 2.456 2.895 0.14
H -9.541 5.583 3.732 0.09
H -8.287 5.062 4.874 0.09
H -9.510 3.910 4.313 0.08
H -7.310 5.534 1.301 0.10
H -6.086 4.989 2.438 0.06
H -7.199 6.298 2.905 0.09
C 8.644 -1.705 6.326 -0.36
O 9.182 -2.319 5.427 0.01
N 8.331 -2.229 7.527 -0.20
C 7.689 -1.449 8.566 -0.06
C 8.655 -3.623 7.781 -0.04
H 8.360 -0.643 6.229 0.13
H 8.318 -1.411 9.457 0.09
H 6.727 -1.893 8.834 0.09
H 7.519 -0.434 8.214 0.08
H 9.728 -3.784 7.679 0.09
H 8.147 -4.264 7.059 0.09
H 8.342 -3.889 8.787 0.08
C 9.953 -2.431 -1.643 -0.35
O 9.161 -2.647 -0.746 0.01
N 10.371 -3.352 -2.530 -0.20
C 11.320 -3.040 -3.580 -0.06
C 9.850 -4.705 -2.420 -0.04
H 10.404 -1.437 -1.805 0.14
H 10.876 -3.226 -4.560 0.09
H 12.216 -3.655 -3.477 0.09
H 11.608 -1.993 -3.519 0.08
H 8.764 -4.698 -2.520 0.09
H 10.097 -5.125 -1.445 0.09
H 10.283 -5.323 -3.201 0.09
C -2.141 3.502 -3.445 -0.33
O -1.471 3.683 -2.440 -0.02
N -3.481 3.445 -3.466 -0.17
C -4.221 3.244 -4.700 -0.04
C -4.209 3.603 -2.211 -0.01
H -1.683 3.376 -4.440 0.14
H -4.881 4.092 -4.883 0.09
H -4.820 2.334 -4.636 0.07
H -3.528 3.154 -5.534 0.08
H -3.985 4.566 -1.755 0.09
H -3.917 2.825 -1.504 0.07
H -5.277 3.533 -2.402 0.09
C -3.174 5.499 1.836 -0.35
O -4.086 5.043 1.170 0.00
N -1.882 5.250 1.614 -0.18
C -0.832 5.808 2.446 -0.05
C -1.527 4.382 0.499 -0.03
H -3.350 6.158 2.705 0.14
H -0.160 6.422 1.844 0.09
H -0.255 5.006 2.911 0.09
H -1.264 6.427 3.229 0.08
H -1.881 4.808 -0.432 0.08
H -1.994 3.404 0.629 0.08
H -0.448 4.264 0.449 0.09
C -6.918 0.754 -2.515 -0.34
O -5.808 0.458 -2.942 -0.02
N -8.070 0.282 -2.999 -0.19
C -9.354 0.674 -2.442 -0.04
C -8.035 -0.651 -4.115 -0.03
H -7.052 1.453 -1.673 0.14
H -9.884 -0.203 -2.069 0.09
H -9.963 1.157 -3.208 0.09
H -9.202 1.370 -1.621 0.09
H -7.471 -1.543 -3.841 0.09
H -7.548 -0.190 -4.974 0.09
H -9.050 -0.933 -4.382 0.09
```

Summary of E_LUMO in eV
0.33, -0.79, -2.95
(order as listed above)